Entry 1:
{
  "formula": "C5H14N2O",
  "method": "ωB97M-V/def2-TZVPD",
  "total_charge": 1,
  "spin_multiplicity": 2,
  "homo_energy_ev": [-12.74, -12.70],
  "relative_energy_ev": 1.376,
  "max_force_ev_per_a": 3.04,
  "species": ["C", "C", "C", "C", "N", "C", "N", "H", "H", "H", "H", "H", "H", "H", "H", "H", "H", "H", "H", "H", "H", "O"],
  "positions_angstrom": [[-1.6463, -1.9750, 0.0438], [-0.2050, -1.5489, 0.3668], [0.3816, -0.5918, -0.5621], [0.9829, 0.5851, -0.1438], [1.3251, 1.5734, -0.9383], [2.7848, 1.8644, -1.0082], [-2.3102, -0.9710, -0.7835], [-1.6944, -2.9417, -0.4566], [-2.2005, -2.1246, 0.9774], [-0.2302, -1.0660, 1.3500], [0.3050, -2.4875, 0.6145], [0.3681, -0.7816, -1.6329], [1.1489, 0.6894, 0.9262], [1.0237, 1.2942, -1.8716], [3.1361, 1.7867, -2.0322], [2.9287, 2.9334, -0.8171], [3.4251, 1.3621, -0.2923], [-2.1982, -0.0273, -0.4421], [-3.2737, -1.1777, -0.9745], [-1.7347, 1.7696, 2.1550], [-1.3138, 0.6415, 3.1202], [-1.0028, 1.1933, 2.4011]],
  "lowdin_charge": [-0.251, -0.166, 0.039, -0.089, 0.058, -0.010, 0.003, 0.117, 0.114, 0.100, 0.147, 0.143, 0.147, 0.150, 0.103, 0.097, 0.101, 0.065, 0.078, 0.052, 0.048, -0.045]
}

Entry 2:
{
  "formula": "C4H34HgO14",
  "method": "ωB97M-V/def2-TZVPD",
  "total_charge": 1,
  "spin_multiplicity": 2,
  "homo_energy_ev": [-12.90, -12.90],
  "relative_energy_ev": 0.216,
  "max_force_ev_per_a": 2.51,
  "species": ["Hg", "C", "C", "O", "H", "H", "H", "H", "H", "C", "C", "O", "H", "H", "H", "H", "H", "O", "H", "H", "O", "H", "H", "O", "H", "H", "O", "H", "H", "O", "H", "H", "O", "H", "H", "O", "H", "H", "O", "H", "H", "O", "H", "H", "O", "H", "H", "O", "H", "H", "O", "H", "H"],
  "positions_angstrom": [[18.5336, -7.0065, -23.6324], [17.0069, -11.0498, -22.7721], [17.1174, -10.0666, -23.9969], [16.8831, -8.7163, -23.7910], [17.6972, -10.7904, -21.9694], [17.2860, -12.0508, -23.1011], [15.9795, -11.0658, -22.4082], [16.4308, -10.4508, -24.7514], [18.1204, -10.2725, -24.3707], [19.9383, -9.1643, -26.8727], [19.2018, -7.7755, -26.9824], [19.4840, -7.0260, -25.8059], [19.4144, -9.8349, -26.1916], [20.9870, -8.9824, -26.6375], [19.7807, -9.6327, -27.8442], [18.1545, -7.7944, -27.2839], [19.5535, -7.3180, -27.9072], [14.2112, -10.9682, -26.4011], [14.1572, -10.4604, -25.5914], [14.5781, -10.3594, -27.0421], [13.4492, -10.1468, -23.6595], [13.5757, -10.9914, -23.2271], [14.1769, -9.6074, -23.3502], [19.6483, -10.6938, -20.2582], [20.1022, -10.9634, -21.0566], [18.7948, -11.1240, -20.3105], [21.1130, -10.7206, -23.6245], [20.8618, -10.6457, -24.5451], [22.0253, -10.4317, -23.6005], [20.1062, -8.3138, -22.5849], [20.6345, -8.3114, -21.7867], [20.2181, -9.1940, -22.9440], [15.5975, -13.4015, -26.4495], [14.8977, -13.4776, -27.0981], [15.5898, -12.4787, -26.1953], [14.7194, -8.5192, -21.6907], [15.4926, -8.6028, -22.2487], [15.0380, -8.7118, -20.8088], [20.3108, -13.5282, -23.2145], [20.0998, -12.5994, -23.3097], [20.2266, -13.6984, -22.2763], [15.2246, -13.2744, -20.8091], [14.4920, -13.6637, -20.3316], [14.8469, -12.9971, -21.6438], [17.4146, -11.9734, -19.4795], [16.8733, -12.3397, -20.1788], [17.3682, -12.6207, -18.7759], [16.2592, -9.3024, -19.4500], [15.4670, -9.6663, -19.0546], [16.7914, -10.0674, -19.6687], [15.1781, -7.7924, -26.2266], [15.8267, -8.0192, -25.5601], [15.5585, -7.0443, -26.6869]],
  "lowdin_charge": [1.285, -0.036, -0.325, -0.251, 0.051, 0.095, 0.056, 0.112, 0.096, -0.054, -0.279, -0.173, 0.044, 0.085, 0.086, 0.116, 0.140, -0.045, -0.012, 0.040, -0.020, 0.041, -0.010, -0.045, 0.005, -0.039, -0.019, 0.045, 0.086, -0.125, 0.081, -0.004, -0.071, 0.030, -0.028, -0.040, -0.017, 0.000, -0.041, -0.025, 0.036, -0.027, 0.063, 0.037, -0.039, 0.009, 0.083, -0.036, 0.058, -0.004, -0.028, -0.020, 0.036]
}

Entry 3:
{
  "formula": "C21H16BrCl5IrN3",
  "method": "ωB97M-V/def2-TZVPD",
  "total_charge": 2,
  "homo_energy_ev": [-14.49, -14.48],
  "relative_energy_ev": 2.309,
  "max_force_ev_per_a": 4.49,
  "species": ["Ir", "Cl", "C", "Cl", "H", "H", "N", "C", "C", "C", "C", "C", "C", "C", "C", "C", "C", "C", "C", "C", "H", "H", "H", "H", "H", "H", "H", "H", "H", "H", "Br", "C", "C", "C", "C", "C", "N", "H", "H", "H", "H", "Cl", "C", "Cl", "Cl", "C", "N"],
  "positions_angstrom": [[1.8460, 0.4876, -0.2053], [4.2894, 1.0462, -1.0094], [4.2458, 2.7766, -0.6896], [2.5376, 3.2208, -0.4574], [4.6634, 3.3153, -1.5410], [4.7977, 2.9801, 0.2281], [0.0408, 1.0169, -0.6480], [-1.2177, 0.9945, -0.6524], [-1.9957, 1.4006, 0.5321], [-1.4703, 1.1936, 1.8096], [-2.2058, 1.5604, 2.9179], [-3.4690, 2.1226, 2.7685], [-3.9839, 2.3471, 1.4988], [-3.2500, 2.0000, 0.3809], [-1.9604, 0.4774, -1.8124], [-3.1078, -0.3003, -1.6065], [-3.7317, -0.8967, -2.6834], [-3.2286, -0.7204, -3.9674], [-2.1028, 0.0728, -4.1773], [-1.4599, 0.6597, -3.1070], [-0.5081, 0.7096, 1.9118], [-1.7984, 1.3935, 3.9011], [-4.0387, 2.4024, 3.6416], [-4.9549, 2.8037, 1.3860], [-3.6211, 2.2231, -0.6068], [-3.4725, -0.4705, -0.6051], [-4.5945, -1.5234, -2.5214], [-3.6954, -1.2224, -4.8014], [-1.7214, 0.2127, -5.1777], [-0.5820, 1.2709, -3.2521], [-0.4752, -2.0890, 0.5600], [1.1693, -2.7385, -0.1069], [1.3507, -4.1069, -0.2316], [2.5565, -4.5639, -0.7371], [3.5219, -3.6334, -1.0984], [3.2636, -2.2900, -0.8989], [2.1048, -1.8386, -0.4099], [0.5679, -4.7888, 0.0635], [2.7477, -5.6205, -0.8395], [4.4644, -3.9383, -1.5187], [4.0156, -1.5467, -1.1179], [3.0153, -0.9940, 5.0594], [2.4310, 0.6223, 4.5374], [0.8004, 0.9457, 5.1890], [3.5769, 1.9126, 5.0159], [2.3452, 0.5863, 3.1118], [2.2932, 0.5267, 1.9651]],
  "lowdin_charge": [1.001, 0.592, -0.879, 0.597, 0.063, 0.057, -0.047, -0.313, -0.185, -0.048, -0.056, -0.028, -0.032, -0.008, -0.191, -0.033, -0.040, -0.032, -0.045, -0.016, 0.056, 0.077, 0.121, 0.122, 0.131, 0.121, 0.119, 0.119, 0.117, 0.114, 0.891, -0.697, -0.067, 0.000, -0.010, -0.126, -0.090, 0.120, 0.133, 0.126, 0.064, 0.663, -1.548, 0.671, 0.666, -0.340, 0.088]
}

Entry 4:
{
  "formula": "C22H22BeN3O2S2",
  "method": "ωB97M-V/def2-TZVPD",
  "total_charge": 1,
  "homo_energy_ev": -10.63,
  "max_force_ev_per_a": 2.22,
  "species": ["Be", "S", "C", "C", "C", "C", "C", "C", "N", "C", "C", "C", "C", "C", "C", "C", "H", "H", "H", "H", "H", "H", "H", "H", "N", "C", "N", "O", "H", "H", "H", "H", "C", "C", "C", "C", "C", "C", "C", "S", "C", "O", "H", "H", "H", "H", "H", "H", "H", "H", "H", "H"],
  "positions_angstrom": [[-1.5619, -0.2639, 0.9253], [0.0108, -3.9407, -0.0830], [1.4101, -2.9153, 0.0615], [2.7455, -3.2593, -0.0470], [3.6886, -2.2682, 0.1383], [3.3051, -0.9549, 0.4083], [1.9744, -0.6087, 0.5206], [1.0089, -1.5979, 0.3558], [-0.3409, -1.4507, 0.4641], [-0.9892, -2.5694, 0.2679], [-2.4128, -2.5936, 0.3477], [-3.1642, -3.7346, 0.0586], [-4.5401, -3.6545, 0.0921], [-5.1392, -2.4463, 0.4215], [-4.3689, -1.3329, 0.7365], [-2.9757, -1.3545, 0.7211], [3.0225, -4.2766, -0.2666], [4.7369, -2.5149, 0.0811], [4.0632, -0.1970, 0.5350], [1.6656, 0.4052, 0.7283], [-2.6654, -4.6589, -0.2008], [-5.1480, -4.5173, -0.1335], [-6.2183, -2.3748, 0.4325], [-4.8757, -0.4152, 1.0003], [-1.4570, 0.2208, 4.5234], [-0.6342, 0.5266, 3.5127], [0.5570, 1.0787, 3.8118], [-0.9544, 0.3450, 2.3308], [-1.2168, 0.3557, 5.4891], [-2.3467, -0.1938, 4.3050], [0.8762, 1.2121, 4.7545], [1.2178, 1.2158, 3.0678], [3.5890, 2.1914, -4.0371], [2.5535, 2.1964, -2.9611], [1.4354, 1.3725, -3.0746], [0.4520, 1.3721, -2.1060], [0.5769, 2.2140, -1.0137], [1.6921, 3.0233, -0.8646], [2.6707, 3.0173, -1.8442], [-0.7401, 2.2494, 0.2255], [-1.7814, 3.5112, -0.5893], [-1.5309, 1.0052, -0.0561], [3.1152, 2.3537, -5.0022], [4.0918, 1.2261, -4.0788], [4.3336, 2.9657, -3.8782], [1.3336, 0.7438, -3.9455], [-0.4148, 0.7325, -2.1825], [1.7877, 3.6687, -0.0030], [3.5325, 3.6595, -1.7401], [-1.9871, 3.2055, -1.6086], [-1.2728, 4.4677, -0.5706], [-2.7107, 3.5587, -0.0301]],
  "lowdin_charge": [0.054, 1.173, -0.438, -0.075, -0.074, -0.069, -0.015, -0.266, 0.075, -0.478, -0.253, -0.043, -0.074, -0.075, -0.094, -0.044, 0.114, 0.109, 0.107, 0.088, 0.096, 0.107, 0.106, 0.092, 0.216, -0.558, 0.211, 0.024, 0.123, 0.132, 0.122, 0.111, -0.036, -0.257, -0.013, -0.059, -0.401, -0.080, -0.024, 1.056, -0.174, -0.450, 0.090, 0.091, 0.081, 0.125, 0.120, 0.113, 0.118, 0.071, 0.065, 0.062]
}

Entry 5:
{
  "formula": "C7H8AgO7",
  "method": "ωB97M-V/def2-TZVPD",
  "spin_multiplicity": 2,
  "homo_energy_ev": [-7.13, -7.91],
  "relative_energy_ev": 0.705,
  "max_force_ev_per_a": 4.78,
  "species": ["O", "C", "O", "Ag", "O", "O", "C", "C", "O", "C", "H", "H", "H", "H", "O", "C", "C", "O", "C", "H", "H", "H", "H"],
  "positions_angstrom": [[0.1780, -2.0879, -1.5350], [-0.4807, -2.9419, -1.0193], [-0.7621, -4.0394, -0.7444], [-1.3034, 0.7456, 2.7196], [-0.9085, 1.2193, 0.3083], [1.3481, 1.1474, 0.0551], [1.6326, 1.8227, 1.2945], [1.7420, 0.8583, 2.4739], [0.5541, 0.3044, 2.8628], [0.1063, 0.9571, -0.3481], [2.5893, 2.3298, 1.1143], [0.8520, 2.5771, 1.4736], [2.2251, 1.4633, 3.2780], [2.5029, 0.0943, 2.1882], [1.0765, 0.6974, -2.5067], [0.6046, 0.7614, -3.8618], [-0.8797, 1.0531, -3.6760], [-1.1316, 0.5533, -2.3522], [0.0341, 0.4390, -1.7080], [1.1486, 1.5559, -4.3808], [0.7900, -0.2074, -4.3433], [-1.5240, 0.5191, -4.3799], [-1.1041, 2.1274, -3.6897]],
  "lowdin_charge": [0.180, -0.323, 0.208, 0.779, -0.004, 0.027, -0.150, -0.400, -0.453, -0.427, 0.125, 0.120, 0.109, 0.116, 0.030, -0.099, -0.098, 0.024, -0.295, 0.133, 0.132, 0.132, 0.134]
}